1.
C28H54AuOP2 as an isolated structure in a non-equilibrium geometry, computed with ωB97M-V with the def2-TZVPD basis set.

Summary:
2S+1: 3
F_max in eV Å⁻¹: 3.32
Charge: +1
Expectation value of S²: 2.0239
ΔE to the lowest compared entry with this formula, charge and spin in eV: 0.0000
Orbital gap (alpha / beta) in eV: 5.470 / 6.503
LUMO level (alpha / beta) in eV: -3.42 / -3.82

```
86
Properties=species:S:1:pos:R:3:forces:R:3
Au -1.994654 1.672441 -0.270861 2.2 -1.3 1.9
C 1.645316 -0.151068 -2.432678 0.8 -1.1 1.0
C 1.272050 1.205117 -2.505269 0.5 2.4 1.7
C 2.635600 0.969361 -0.673609 0.6 -1.0 -0.2
C 2.532881 -0.314892 -1.313589 -0.2 -0.1 0.0
C 1.878884 1.902405 -1.417354 -1.7 -0.6 -2.3
C 1.252696 -1.194253 -3.396570 -0.2 -0.5 -0.2
H 0.176913 -1.134679 -3.628599 0.3 0.0 0.0
H 1.471599 -2.194624 -3.003516 -0.1 0.2 -0.2
H 1.793054 -1.091367 -4.353106 -0.1 0.0 0.2
C 3.216886 -1.478003 -0.920838 0.5 0.2 -1.2
H 2.951278 -2.418961 -1.397079 0.2 0.1 0.0
H 2.686504 -1.730358 0.642273 -0.6 0.0 1.3
H 4.259582 -1.365389 -0.610153 -0.4 -0.2 0.3
C 3.468326 1.248609 0.513732 0.1 0.1 0.4
H 4.539135 1.281661 0.249055 -0.3 0.0 0.0
H 3.341333 0.453111 1.262451 0.1 0.2 -0.2
H 3.213184 2.210137 0.980877 0.1 -0.2 -0.1
C 1.762957 3.355185 -1.169764 0.0 0.6 0.1
H 2.337557 3.939233 -1.905404 -0.1 -0.1 0.2
H 2.140906 3.616959 -0.175157 -0.1 0.1 -0.2
H 0.715667 3.682113 -1.236174 0.2 0.0 0.0
C 0.430483 1.793702 -3.571957 -0.3 0.2 -0.3
H 0.929758 1.779992 -4.554843 -0.1 0.0 0.3
H 0.182064 2.835500 -3.345083 0.1 -0.2 -0.1
H -0.509487 1.232033 -3.680492 0.1 0.1 -0.1
C -3.850251 0.620609 -0.696218 -0.3 -1.5 -2.6
C -3.082942 0.752922 -1.895255 -2.1 -0.9 0.9
C -3.472787 1.739178 -2.966571 0.1 0.2 -0.6
C -2.880313 3.163252 -2.780235 0.3 -0.1 -0.8
C -2.405429 3.468745 -1.383949 -2.1 1.9 0.9
C -3.307258 3.400091 -0.263579 1.0 2.3 -2.2
C -4.753790 3.023582 -0.416708 -0.6 0.0 0.3
C -5.050845 1.490137 -0.446506 -0.2 0.0 0.7
H -4.563018 1.798689 -3.110057 0.2 -0.1 0.3
H -3.598694 3.923722 -3.154269 0.3 -0.3 0.4
H -3.083638 1.343733 -3.912640 -0.2 0.1 0.1
H -5.841264 1.289996 -1.191980 0.5 0.0 0.1
H -3.806815 -0.356757 -0.211435 0.1 0.4 0.2
H -2.523591 -0.132641 -2.211726 0.1 0.3 0.3
H -5.507622 1.219150 0.519420 0.3 0.0 -0.3
H -5.307860 3.438337 0.443910 0.3 -0.1 -0.4
H -3.058777 3.990712 0.624913 0.1 -0.3 -0.3
H -5.206459 3.490271 -1.307796 0.5 -0.1 0.2
H -2.020527 3.229370 -3.467355 -0.3 0.1 0.4
H -1.531509 4.130665 -1.304264 -0.3 -0.4 0.1
P -1.667864 -2.424227 0.082157 0.4 0.6 -0.1
C 0.021626 -3.122391 0.011866 0.0 -0.2 0.1
H 0.024846 -4.221436 0.060018 0.0 0.2 -0.1
H 0.620316 -2.707594 0.838305 -0.2 -0.2 -0.3
H 0.500059 -2.798162 -0.924103 -0.1 -0.1 0.2
C -2.454660 -3.387693 1.426626 -0.1 0.0 -0.1
H -2.536496 -4.448235 1.159902 0.0 0.1 0.2
H -3.455972 -2.965953 1.589243 0.2 -0.3 0.1
H -1.873033 -3.271390 2.351116 -0.2 -0.1 -0.2
C -2.431000 -3.134115 -1.431529 -0.2 -0.1 0.1
H -3.349239 -2.568452 -1.634578 0.1 -0.3 -0.1
H -2.678788 -4.197836 -1.314837 0.1 0.2 -0.2
H -1.751885 -2.999802 -2.284274 -0.2 -0.1 0.2
P -1.094634 1.761834 1.925362 0.0 -0.6 -0.9
C -0.048035 3.243059 2.062424 0.1 0.2 0.4
H -0.307966 3.791430 2.980467 0.3 0.0 -0.3
H -0.216156 3.880776 1.185887 0.1 -0.1 0.3
H 1.013796 2.946182 2.096740 -0.4 0.1 0.0
C -2.498601 1.960760 3.064840 0.3 0.2 0.3
H -3.272553 2.573346 2.588183 0.2 -0.1 0.2
H -2.123694 2.456051 3.974399 -0.4 -0.2 -0.1
H -2.920284 0.978233 3.319317 0.1 0.3 -0.1
C -0.086228 0.398646 2.532025 0.2 -0.1 0.6
H 0.131546 0.570007 3.605632 0.0 -0.2 -0.5
H 0.856215 0.362712 1.963718 -0.3 -0.1 0.2
H -0.605363 -0.565757 2.402876 0.2 0.4 0.0
C 4.604142 -2.161834 2.233986 0.1 -0.1 0.1
C 3.136221 -2.497692 2.463335 -0.2 0.2 -0.1
C 2.881352 -3.973776 2.196435 0.0 -0.2 0.0
C 2.738481 -2.141200 3.889217 0.0 0.1 0.1
O 2.302837 -1.701906 1.591256 0.6 -0.1 -0.1
H 5.223024 -2.671990 2.981636 0.0 0.1 -0.2
H 4.768525 -1.083693 2.329236 0.0 -0.1 0.0
H 4.920266 -2.490221 1.237854 0.0 0.1 0.2
H 3.482960 -4.592004 2.872217 -0.1 0.0 -0.1
H 1.823336 -4.215280 2.354350 0.2 0.0 0.0
H 3.148391 -4.228864 1.164344 -0.1 0.0 0.1
H 2.922250 -1.075663 4.082014 0.0 -0.2 0.0
H 1.675435 -2.344448 4.059733 0.1 0.0 0.0
H 3.325836 -2.727265 4.608605 -0.2 0.1 -0.2
```
Forces are in eV/Å.

2.
C28H54BN2O10PtS5 as an isolated structure in a non-equilibrium geometry, computed with ωB97M-V with the def2-TZVPD basis set.

Summary:
2S+1: 3
F_max in eV Å⁻¹: 1.70
Charge: +1
Expectation value of S²: 2.0038
Orbital gap (alpha / beta) in eV: 6.668 / 4.821
LUMO level (alpha / beta) in eV: -2.93 / -4.78

```
101
Properties=species:S:1:pos:R:3:forces:R:3
Pt -0.298033 2.321763 0.687107 0.3 -1.4 0.5
B 0.261522 0.368816 -0.537500 1.2 0.8 -0.3
H 0.411573 -0.706204 -0.982806 -0.5 -0.7 -0.1
H -0.799500 0.464527 -0.042458 -1.1 -0.6 0.6
H 1.130936 0.570454 0.245841 0.7 -0.3 0.4
H 0.295941 1.182379 -1.393596 0.3 0.2 -0.6
C -3.965528 -0.004612 4.569222 -0.2 0.1 0.1
C -4.504913 0.157910 3.136418 0.0 -0.4 0.1
C -3.459311 -0.412497 2.180272 0.6 0.2 0.2
S -1.866404 -0.047573 2.961615 0.5 -0.8 0.3
O -1.298449 1.128257 2.312085 -0.5 0.6 0.3
O -1.002823 -1.211367 3.049903 -0.7 0.6 -0.1
C -2.507792 0.429193 4.580352 -0.1 0.6 0.0
H -4.065585 -1.032005 4.921749 0.0 -0.1 -0.2
H -4.540788 0.618362 5.253182 0.0 0.0 0.0
H -4.703099 1.205304 2.908358 0.1 0.0 0.1
H -5.438842 -0.393971 3.042972 0.0 0.1 -0.1
H -3.362981 0.084700 1.219071 -0.3 -0.2 -0.2
H -3.512947 -1.492223 2.055925 0.0 0.0 0.0
H -2.445270 1.517068 4.648487 0.1 0.0 -0.2
H -1.913738 0.032419 5.399319 0.2 -0.3 -0.3
C 5.269405 3.227815 -0.730777 0.4 0.1 -1.1
C 4.758185 1.879323 -0.244385 -0.1 0.1 1.3
C 3.498296 1.662111 -1.046900 0.0 -0.3 -0.4
S 2.606652 3.205534 -0.940041 0.7 -0.1 -1.5
O 1.671234 3.164725 0.200725 0.3 0.9 -0.1
O 2.087773 3.543414 -2.239061 -0.2 0.2 0.4
C 4.102362 4.214296 -0.538922 -0.1 -1.0 1.2
H 5.512078 3.201522 -1.799808 -0.1 -0.2 0.0
H 6.196763 3.573542 -0.275540 -0.2 0.1 0.4
H 4.551076 2.029553 0.827664 -0.3 -0.2 -0.1
H 5.391494 0.993017 -0.247767 0.4 0.3 -0.6
H 2.847346 0.818048 -0.840328 0.0 0.1 0.4
H 3.802786 1.573027 -2.093226 -0.2 0.2 -0.1
H 3.990574 4.372214 0.537442 0.0 0.5 -0.1
H 4.225833 5.132273 -1.099874 -0.6 0.0 -0.1
C -5.642961 2.070927 -1.994212 0.4 -0.9 0.6
C -4.770273 2.872909 -2.954955 -0.9 0.2 -0.6
C -3.413147 2.187152 -2.988089 0.4 -0.6 0.4
S -3.199970 1.466383 -1.317248 -1.4 0.9 -0.3
O -2.182372 2.162368 -0.515352 -0.3 0.4 -0.1
O -3.245320 0.031619 -1.425576 0.6 0.1 0.4
C -4.815366 2.035885 -0.711674 0.2 0.5 0.2
H -5.707675 1.032168 -2.339581 -0.1 0.1 -0.2
H -6.669547 2.381654 -1.819700 0.1 0.5 -0.1
H -4.721041 3.925092 -2.669791 0.2 -0.1 0.3
H -5.256872 2.879774 -3.933043 0.4 -0.1 -0.1
H -2.536188 2.766712 -3.265300 -0.1 0.1 0.1
H -3.425114 1.282189 -3.599739 0.0 0.1 -0.2
H -4.666217 3.054583 -0.342390 0.1 0.0 0.0
H -5.191842 1.446938 0.123839 0.1 -0.4 -0.2
C 4.414748 0.504310 3.858837 -0.5 0.5 -0.1
C 3.526717 -0.558936 3.199605 0.1 -0.4 -0.9
C 2.156141 -0.532895 3.867578 0.6 0.3 -0.2
S 1.789359 1.224885 3.800576 0.6 -0.8 1.3
O 0.907882 1.606220 4.878358 -0.2 0.1 -0.5
O 1.495940 1.604452 2.435161 -0.1 0.3 -0.3
C 3.492607 1.704198 4.195886 -0.3 0.0 0.4
H 5.198995 0.856599 3.192944 0.1 -0.3 0.0
H 4.884911 0.090277 4.748830 -0.1 0.2 0.1
H 3.960926 -1.558662 3.223057 0.1 0.1 0.2
H 3.413282 -0.316894 2.136899 -0.1 0.0 0.0
H 2.296669 -0.818153 4.911569 -0.4 0.2 0.1
H 1.369892 -1.115701 3.394939 0.0 0.1 -0.1
H 3.435535 1.920465 5.262343 0.1 0.0 0.0
H 3.691678 2.643887 3.683303 0.1 -0.1 -0.2
C -0.728065 -5.023020 0.013664 0.0 -0.2 -0.1
C -0.934664 -3.588882 0.526535 -0.2 -0.1 0.0
C -1.793892 -2.861514 -0.507865 -0.3 0.5 0.3
S -1.472836 -3.616817 -2.096198 0.0 0.0 -0.6
O -0.785394 -2.739692 -3.027819 0.1 0.0 0.6
O -2.698357 -4.222365 -2.553156 0.0 -0.1 0.1
C -0.388862 -4.882788 -1.469260 0.6 -0.2 0.0
H -1.606428 -5.657573 0.146843 -0.2 0.2 0.0
H 0.089293 -5.524470 0.531113 0.0 0.1 0.0
H 0.030657 -3.098970 0.654622 0.0 0.0 -0.2
H -1.429461 -3.550149 1.496250 0.0 -0.1 0.0
H -1.645787 -1.783777 -0.554480 0.2 -0.1 -0.1
H -2.859886 -3.026267 -0.343873 0.0 -0.1 0.0
H 0.651006 -4.564137 -1.568620 -0.1 0.3 -0.1
H -0.512296 -5.769239 -2.089271 -0.2 0.0 0.1
N 2.374001 -2.498104 -0.941199 -0.2 0.3 -0.9
C 2.804750 -3.214486 -2.030790 0.5 -0.5 0.9
C 3.620925 -4.201738 -1.524692 0.1 -0.6 -0.6
C 3.662189 -4.110480 -0.119696 -0.6 0.9 0.5
C 2.884879 -3.010561 0.209833 0.0 -0.4 0.0
H 1.745032 -1.711267 -1.003634 0.1 -0.1 0.2
H 2.475747 -3.063980 -3.042979 -0.1 0.4 0.0
H 4.122941 -4.966954 -2.098060 -0.1 0.1 -0.1
H 4.118501 -4.779753 0.588510 0.2 0.0 -0.1
H 2.578107 -2.562719 1.140963 0.2 -0.1 0.1
N -0.631474 0.144309 -3.795229 -0.1 0.2 1.3
C -1.402080 -0.197705 -4.844074 0.5 -0.4 -1.4
C -1.295923 0.808740 -5.790216 -0.4 0.0 0.7
C -0.556996 1.860004 -5.177022 -0.1 0.1 0.3
C -0.170802 1.420186 -3.918539 0.3 0.0 -1.2
H -0.384720 -0.461119 -3.027969 -0.3 -0.1 0.0
H -1.822345 -1.184151 -4.940841 0.0 0.0 0.1
H -1.680233 0.736417 -6.794158 -0.2 0.3 0.1
H -0.399443 2.855340 -5.561278 0.2 -0.1 -0.1
H 0.524711 1.826195 -3.209246 -0.2 0.2 0.0
```
Forces are in eV/Å.

3.
C28H54Br4F9N4O2S2 as an isolated structure in a non-equilibrium geometry, computed with ωB97M-V with the def2-TZVPD basis set.

Summary:
F_max in eV Å⁻¹: 6.72
Charge: +1
Orbital gap in eV: 6.710
LUMO level in eV: -4.30

```
103
Properties=species:S:1:pos:R:3:forces:R:3
C 2.464563 1.586886 5.100799 -0.4 0.7 -0.2
C 2.493442 2.787016 3.936384 1.3 -0.6 1.5
O 1.131230 3.135217 3.504920 1.5 -0.5 -1.7
C 1.068124 3.493669 2.078452 -0.4 -0.4 -1.1
C -0.446994 3.108077 1.483362 1.2 0.0 0.3
C -0.455529 1.458703 1.332033 -0.2 -0.3 2.5
C -1.856568 0.755772 1.860060 0.1 1.0 -0.4
C -1.999285 -0.839714 1.376299 -2.2 0.3 2.5
C -2.409239 -1.645263 2.786244 1.1 -0.3 1.0
C -1.152475 -1.678500 3.875171 0.1 0.5 0.5
C -1.484277 -2.543282 5.236533 2.0 -0.2 -0.6
S -3.113768 -2.128221 6.058589 -0.1 -1.6 -0.6
C -3.264509 -1.061558 0.360306 -0.4 0.0 -1.2
C -4.695648 -0.441716 0.870673 -0.4 1.0 -1.3
C -5.990671 -1.305511 0.259392 -0.6 1.0 0.2
C -7.014396 -1.848235 1.424533 0.0 -0.2 -0.6
O -6.972726 -3.338079 1.405683 1.1 1.1 1.8
N -0.693792 -1.453573 0.936852 0.8 2.9 -3.9
C -0.815019 -2.868838 0.447020 1.9 -2.1 0.1
C 0.407360 -3.742350 1.182431 -0.2 -1.0 -0.5
C 0.152495 -0.562105 0.074218 0.1 -0.7 -0.5
N 1.260205 -1.014000 -0.656963 -2.3 1.6 1.4
C 2.133130 -0.056225 -1.496003 0.7 -1.0 -0.8
C 2.927714 -1.023050 -2.606161 1.0 1.1 0.9
C 4.241267 -1.790753 -1.911834 -1.8 -0.1 -0.1
C 4.879140 -2.742362 -3.052404 -0.9 0.4 -1.0
C 6.392631 -3.263373 -2.896997 -1.1 -2.7 -2.5
F 7.082227 -3.044621 -4.224112 -1.6 -0.4 4.4
F 6.304336 -4.773311 -2.804503 0.5 4.4 0.1
C 7.283298 -2.804583 -1.629846 1.5 -5.2 2.3
F 8.427917 -3.798838 -1.580744 -3.8 3.3 -0.4
F 6.626504 -3.000174 -0.282740 1.7 0.8 -5.0
S 8.101547 -1.135164 -1.692703 4.5 3.6 2.0
F 7.163255 -0.563297 -0.331657 1.4 -0.9 -3.3
F 7.033405 -0.470542 -2.839598 1.9 -1.6 2.3
F 9.268595 -1.618827 -2.885478 -3.3 1.0 2.2
F 9.237949 -1.729679 -0.502768 -2.4 1.5 -2.4
F 8.906057 0.387518 -1.652518 -1.8 -3.2 -0.2
N -0.061776 0.956847 -0.032953 -0.6 -3.1 1.3
C -1.027167 1.321771 -1.125684 0.2 0.6 -2.1
N -1.099487 0.290217 -2.269567 1.7 -0.9 3.5
H 1.482015 1.736924 5.720973 1.9 -0.4 -1.2
H 3.380457 1.708107 5.842351 -1.9 -0.3 -1.7
H 2.472609 0.518386 4.599980 0.0 2.2 1.1
H 3.196635 2.383533 3.092487 -1.6 0.9 1.1
H 3.020793 3.728497 4.414498 -1.2 -1.7 -1.0
H 1.327968 4.622860 1.916369 -0.5 -2.1 0.3
H 1.823481 2.812489 1.454358 -1.4 1.6 1.3
H -0.616223 3.648627 0.443647 0.4 -1.2 2.1
H -1.228652 3.508895 2.258927 1.3 -1.1 -1.5
H 0.387275 1.074390 2.085776 -1.7 0.8 -1.7
H -2.725571 1.435000 1.431138 1.5 -1.8 0.8
H -1.940791 0.865263 3.045696 0.4 -0.4 -2.7
H -3.303414 -1.144543 3.351389 1.7 -0.9 -1.4
H -2.699787 -2.764597 2.601976 0.4 2.1 0.1
H -0.162654 -2.134304 3.428053 -2.1 0.9 0.7
H -0.853365 -0.586461 4.253769 -0.8 -2.2 -1.0
H -0.632448 -2.248378 6.019472 -2.0 -0.7 -1.7
H -1.322762 -3.673976 4.979471 -0.7 2.1 0.7
H -3.891712 -3.318521 5.896630 1.3 1.5 0.0
H -3.046066 -0.553124 -0.697758 -0.3 -1.1 2.3
H -3.488501 -2.202286 0.098122 0.9 2.3 0.8
H -4.791299 0.630507 0.354539 0.3 -2.2 1.3
H -4.775032 -0.248013 2.020950 0.2 -0.7 -2.2
H -5.663499 -2.196907 -0.425033 -0.5 1.6 1.5
H -6.639985 -0.582362 -0.433493 1.6 -1.5 1.5
H -8.127192 -1.528832 1.141783 2.5 -0.8 0.8
H -6.738723 -1.426981 2.488012 -0.6 -0.8 -2.1
H -6.347014 -3.665507 2.132357 -1.4 0.9 -1.6
H -1.802882 -3.427768 0.729470 1.8 1.8 -0.5
H -0.659705 -2.942042 -0.719928 -0.5 0.4 2.3
H -0.086042 -4.645004 1.784104 1.3 2.1 -1.2
H 1.069521 -3.086730 1.892658 -1.4 -1.3 -1.4
H 1.100940 -4.247154 0.359189 -1.4 1.1 1.8
H 1.571971 -2.009588 -0.667272 -0.8 1.2 0.3
H 1.505673 0.693979 -2.137610 1.1 -1.4 1.8
H 2.875357 0.453268 -0.734617 -1.5 -0.8 -1.8
H 2.162259 -1.771159 -3.083395 1.5 1.5 0.8
H 3.403219 -0.267437 -3.388686 -1.3 -1.7 1.4
H 3.796548 -2.482821 -1.056234 1.3 1.5 -1.5
H 4.914158 -0.934033 -1.491663 -1.1 -1.9 -0.7
H 4.797243 -2.158358 -4.090717 0.6 -1.3 2.3
H 4.151522 -3.679373 -3.184637 2.0 1.9 0.4
H -0.596025 2.306468 -1.645603 -0.9 -3.3 2.6
H -2.112647 1.590273 -0.784874 2.0 -0.7 -0.2
H -0.484996 0.651389 -3.059671 -1.2 -1.4 1.7
H -2.100656 0.286699 -2.587003 2.3 -0.8 0.9
Br 0.238834 7.218122 -1.199326 -0.1 -0.1 -0.1
C -1.248464 6.762214 -2.375825 0.1 0.3 0.2
C -1.892108 5.458890 -1.963839 -0.2 0.3 -0.2
Br -0.809852 3.931940 -2.514070 1.0 4.0 -0.1
H -0.856508 6.749866 -3.396264 -0.1 -0.1 0.3
H -1.955654 7.590328 -2.272886 0.1 -0.2 0.0
H -2.850900 5.324807 -2.472414 0.2 0.0 0.0
H -2.042881 5.370683 -0.884556 0.1 0.1 -0.2
Br -2.070026 1.783747 -3.837400 -4.0 2.3 -4.8
C -3.777326 1.405584 -4.701217 0.1 -0.2 -0.6
C -4.007799 2.320544 -5.881214 -0.4 0.1 -0.2
Br -4.541913 4.103913 -5.298182 0.1 -0.1 0.0
H -4.549548 1.485978 -3.931615 0.2 0.1 -0.2
H -3.704660 0.364707 -5.029519 -0.1 0.2 -0.1
H -4.840850 1.960366 -6.491301 0.1 0.0 0.1
H -3.125412 2.443064 -6.515048 -0.2 -0.1 0.2
```
Forces are in eV/Å.